# 1
Density functional theory data (ωB97M-V/def2-TZVPD) for the molecule C5H10N2.

XYZ file:
```
17
Properties=species:S:1:pos:R:3:forces:R:3
C 2.1575 -0.2226 -0.3803 0.60 -1.74 3.07
C 0.7951 0.0942 0.1070 0.39 -0.21 -1.87
C -0.2046 -1.0621 0.1748 -0.37 0.36 3.50
C -1.5992 -0.3373 0.2238 1.40 -0.64 2.62
C -1.2148 0.9550 -0.5126 -2.48 0.81 -0.22
N 0.1893 1.2720 -0.5286 -0.22 -0.93 1.44
N 0.6108 1.2692 0.9078 1.11 -0.47 -0.17
H 2.6323 0.6466 -0.7445 0.99 1.03 0.36
H 2.0380 -0.8202 -1.2228 -0.09 -1.46 -1.52
H 2.7021 -0.8778 0.4590 -0.68 1.74 -1.94
H 0.0593 -1.6779 1.1131 -0.66 0.78 -1.25
H -0.2065 -1.7510 -0.6283 0.56 -0.39 -1.14
H -2.3569 -0.8974 -0.2415 -0.79 -0.68 -1.10
H -2.0754 -0.2817 1.3340 1.53 0.54 -2.34
H -1.5613 0.9995 -1.5421 -0.14 -0.36 -0.14
H -1.7877 1.6879 0.0264 -0.04 1.18 -0.15
H -0.1779 1.0037 1.4549 -1.11 0.47 0.82
```
Positions in Å, forces in eV/Å.

Properties
* SMILES string: C[C@]12CCCN1N2
* HOMO: -9.44 eV
* LUMO level: 1.00 eV
* Kohn-Sham gap: 10.44 eV

# 2
Density functional theory data (ωB97M-V/def2-TZVPD) for a cluster of 11 separate species, C5H34N2O10 in total.

XYZ file:
```
51
Properties=species:S:1:pos:R:3:forces:R:3
C -1.3394 -3.5960 1.2887 1.49 0.18 -0.43
N -0.5686 -2.5632 0.5568 0.26 0.68 0.66
C -1.2407 -2.0251 -0.5984 -0.04 -0.58 0.66
C -0.3994 -0.8528 -1.1860 -1.12 -0.75 -2.55
C -1.2083 0.4486 -1.2069 -2.08 0.08 0.20
C -2.3961 0.2895 -2.2398 0.21 -0.42 0.58
N -0.4995 1.7243 -1.3043 0.34 0.30 0.42
H -2.4115 -3.3125 1.3204 0.65 -0.34 -0.21
H -1.1254 -4.5402 0.7777 -0.94 -0.41 -0.01
H -1.0038 -3.7826 2.3310 -0.03 0.61 -0.48
H 0.4729 -2.5720 0.4174 -2.17 -0.80 0.42
H -2.2066 -1.7318 -0.1695 -0.16 0.60 -0.66
H -1.5000 -2.8134 -1.3838 0.48 0.77 0.53
H -0.2481 -1.1940 -2.2411 0.29 0.66 0.48
H 0.5942 -0.7594 -0.7880 0.31 0.07 0.75
H -1.7371 0.3921 -0.2367 0.33 0.63 -0.09
H -3.3863 0.7526 -2.0844 0.39 -0.15 0.97
H -2.5220 -0.7854 -2.2408 -0.68 -0.16 -0.42
H -2.2333 0.6170 -3.2426 1.08 0.05 -0.85
H 0.3019 1.7327 -1.9077 0.43 -0.65 -0.50
H -1.0669 2.4577 -1.7184 -0.23 -0.19 0.30
O 2.0696 -2.8659 0.5393 0.97 -0.41 -0.73
H 2.0993 -2.0851 1.1366 0.12 -0.54 0.64
H 1.7872 -3.7112 0.9159 0.25 0.66 0.42
O 2.0901 0.2742 -3.6242 0.93 0.51 0.06
H 2.6448 0.5547 -2.8617 -0.31 -0.10 -0.81
H 2.6370 0.5672 -4.3844 -0.58 -0.30 0.63
O -3.1805 1.2944 1.8955 0.95 -0.65 -0.16
H -3.3183 2.0835 1.3523 -0.52 -0.16 0.14
H -3.7661 1.2347 2.6420 -0.41 0.41 0.18
O 3.7750 -1.0845 -0.5461 -0.49 -1.14 -1.14
H 3.1203 -1.7467 -0.8698 0.37 0.64 -0.09
H 4.0298 -1.5673 0.2358 0.45 -0.26 0.24
O 1.9750 1.8281 0.7495 -1.38 -0.33 -0.54
H 1.0006 1.9196 0.8105 0.40 -0.03 0.33
H 1.9756 1.6670 -0.2115 0.77 0.34 0.23
O -0.7936 1.1010 4.0824 -0.27 0.18 0.15
H -0.0569 1.7205 4.0561 0.17 -0.37 -0.07
H -0.6296 0.3744 3.4700 0.18 0.23 -0.04
O -1.0417 3.5208 2.1363 0.10 -0.79 0.47
H -0.1983 3.1971 1.7864 -0.34 0.31 0.07
H -1.3534 2.7762 2.7066 0.06 0.54 -0.63
O -3.6638 2.8369 -0.2749 1.25 0.77 -0.85
H -3.0799 3.6202 -0.1384 -0.62 -0.68 -0.04
H -3.2085 2.3581 -1.0063 -0.60 0.28 0.86
O 2.8213 -0.6368 1.8657 -0.97 0.94 0.16
H 2.4064 0.1917 1.4781 0.42 -0.70 0.49
H 3.7088 -0.5907 1.5137 0.15 0.32 0.35
O 3.8016 1.4003 -1.4660 -0.62 -1.61 0.92
H 3.3988 0.5363 -1.1011 1.17 1.51 -0.59
H 4.6732 1.3455 -1.0318 -0.43 0.25 -0.44
```
Positions in Å, forces in eV/Å.

Properties
* SMILES string: CNCC[C@H](C)N.O.O.O.O.O.O.O.O.O.O
* HOMO: -7.98 eV
* LUMO level: 0.12 eV
* Kohn-Sham gap: 8.11 eV

# 3
Density functional theory data (ωB97M-V/def2-TZVPD) for the molecule C4H4N8O.

XYZ file:
```
17
Properties=species:S:1:pos:R:3:forces:R:3
C 0.7259 1.4834 -0.9169 -1.18 -0.22 -1.25
C -0.5791 -0.5148 1.5205 -0.94 0.51 1.28
C -0.7846 0.3032 -2.4266 -1.64 -0.61 -0.61
C -1.3663 -1.7026 1.9755 -1.52 1.24 1.30
N 2.0494 1.1918 -1.3199 0.36 1.95 0.55
N -0.1517 0.6143 2.2616 -2.04 -2.78 2.78
N 2.4026 0.0953 -1.6738 0.49 -0.83 -0.11
N 0.3568 1.4331 1.4849 0.66 0.29 -1.85
N 2.9755 -0.7954 -2.0117 0.14 -1.20 -0.43
N 0.3076 0.8653 0.3110 -0.36 -1.58 -2.39
N -0.2586 1.2562 -1.9603 2.02 1.61 1.42
N -0.3059 -0.4139 0.2762 1.78 3.36 -0.48
O -1.5081 -0.4070 -2.9738 -0.23 -1.31 -0.56
H 0.6973 2.5345 -0.8095 0.22 1.01 0.73
H -2.1498 -2.0057 1.1901 1.17 0.62 1.42
H -0.6127 -2.4379 2.0293 0.45 -1.51 0.36
H -1.7982 -1.4998 3.0434 0.62 -0.55 -2.15
```
Positions in Å, forces in eV/Å.

Properties
* HOMO: -10.43 eV
* LUMO level: 0.42 eV
* Kohn-Sham gap: 10.85 eV

# 4
Density functional theory data (ωB97M-V/def2-TZVPD) for the molecule C8H8N4.

XYZ file:
```
20
Properties=species:S:1:pos:R:3:forces:R:3
C 2.0515 0.8334 -1.7495 0.72 1.15 -1.08
C 1.1999 0.6767 -0.6263 0.74 0.20 -0.07
C -0.1053 0.5954 -1.1550 1.92 -0.70 0.25
C 2.3640 0.0428 1.6568 0.84 -0.99 2.47
C 1.7675 0.5074 0.6233 -0.31 1.22 -2.04
C -1.1995 0.0628 -0.3708 -3.17 0.78 3.21
C -0.7473 -0.2823 1.1081 2.00 0.46 -3.88
C 0.0645 -1.5860 1.0334 -1.71 0.24 -0.03
N 1.3532 0.8991 -2.8517 0.06 -0.88 -0.71
N 1.8737 -1.0564 2.3499 1.26 0.64 2.11
N 1.0342 -1.8148 1.8046 0.31 -1.92 -1.58
N 0.0975 0.6374 -2.4880 -1.93 0.30 -1.04
H 3.1302 1.0349 -1.8818 -0.79 -0.29 0.75
H 3.2537 0.4136 2.1861 -0.45 0.34 -0.41
H -2.1603 0.6620 -0.1329 1.62 0.03 -1.13
H -1.6468 -0.8425 -0.6618 -0.24 -1.33 -1.47
H -0.3438 0.6867 1.4083 0.65 -0.77 0.87
H -1.5731 -0.4860 1.6576 -2.73 -0.56 1.71
H -0.3707 -2.4735 0.4262 0.60 1.60 1.16
H -0.5893 0.4447 -3.2352 0.63 0.49 0.91
```
Positions in Å, forces in eV/Å.

Properties
* multiplicity: 3
* HOMO (alpha / beta): -7.12 / -8.90 eV
* LUMO level (alpha / beta): 0.73 / -0.64 eV
* Kohn-Sham gap (alpha / beta): 7.85 / 8.27 eV